# 1
C18H7AgCl5N3O8Te as an isolated structure in a non-equilibrium geometry. Source: the Open Molecules 2025 dataset; level of theory: ωB97M-V with the def2-TZVPD basis set.

Cartesian coordinates (Å):
Te1 1.981 0.421 -1.651
Ag1 -0.847 0.662 -0.995
Cl1 -4.946 2.567 2.335
Cl2 -3.481 1.776 -0.323
Cl3 -0.757 5.717 3.652
Cl4 0.701 4.858 1.010
Cl5 -3.597 4.583 4.323
O1 -1.302 -0.328 1.259
O2 2.509 -5.110 2.471
O3 -0.988 -0.869 5.209
O4 -0.869 3.025 -0.638
O5 -0.970 0.713 3.748
O6 2.157 -4.394 4.471
O7 -1.051 -1.743 -1.074
O8 1.030 -2.236 -1.235
N1 -0.767 -0.430 4.085
N2 1.996 -4.326 3.259
N3 0.008 -2.165 -0.588
C1 -2.784 4.109 2.864
C2 -0.538 -1.191 1.690
C3 0.564 -2.372 3.604
C4 0.944 0.656 -4.540
C5 1.765 -0.088 -3.687
C6 1.510 -0.749 -6.415
C7 0.819 0.334 -5.884
C8 -1.450 3.352 0.429
C9 0.127 -2.211 0.866
C10 -3.379 3.222 1.971
C11 -0.873 4.250 1.386
C12 -2.743 2.870 0.799
C13 -0.215 -1.369 3.096
C14 1.158 -3.278 2.736
C15 0.955 -3.172 1.362
C16 2.320 -1.505 -5.580
C17 2.446 -1.178 -4.235
C18 -1.521 4.611 2.549
H1 0.174 0.930 -6.519
H2 0.394 1.497 -4.133
H3 3.073 -1.781 -3.591
H4 2.857 -2.360 -5.976
H5 0.725 -2.443 4.668
H6 1.410 -1.004 -7.464
H7 1.451 -3.851 0.684

Calculated values
HOMO energy	-1.5	eV
ΔE to the lowest compared entry with this formula, charge and spin	75.6	kJ/mol
Kohn-Sham gap	5.68	eV
charge	-2
LUMO energy	4.2	eV



# 2
C18H7Br2Cl2F3FeNO5 as an isolated structure. Source: the Open Molecules 2025 dataset; level of theory: ωB97M-V with the def2-TZVPD basis set.

Cartesian coordinates (Å):
Br1 -3.134 -3.372 -1.714
Br2 0.349 -2.726 -6.110
Fe1 -0.539 0.529 -0.075
Cl1 -0.057 -2.118 6.517
Cl2 -3.338 1.038 3.652
F1 1.748 4.660 2.120
F2 2.065 4.315 0.003
F3 0.110 4.914 0.731
O1 0.860 -0.563 0.467
O2 -1.441 0.545 1.505
O3 1.153 2.051 2.152
O4 -1.650 -0.769 -0.765
O5 0.197 2.250 0.124
N1 0.275 0.489 -1.897
C1 -0.192 -0.594 -2.580
C2 -0.427 -1.350 5.006
C3 0.311 -0.974 -3.832
C4 -1.918 0.067 3.745
C5 1.186 4.171 1.020
C6 -1.240 -1.282 -1.909
C7 1.332 -0.162 -4.371
C8 -1.750 -2.397 -2.530
C9 -1.587 -0.561 4.914
C10 -0.264 -2.127 -4.424
C11 -1.258 -2.812 -3.786
C12 1.222 1.231 -2.418
C13 0.391 -1.499 3.929
C14 -1.104 -0.058 2.588
C15 0.064 -0.861 2.711
C16 0.959 -1.019 1.628
C17 1.776 0.929 -3.676
C18 0.820 2.673 1.172
H1 1.551 2.079 -1.833
H2 1.852 -1.621 1.813
H3 -1.690 -3.690 -4.245
H4 -2.227 -0.446 5.778
H5 1.753 -0.411 -5.336
H6 1.288 -2.099 3.999
H7 2.554 1.566 -4.072

Calculated values
expectation value of S²	0.8638
HOMO energy (spin up / spin down)	-8.6 / -8.6	eV
2S+1	2
Kohn-Sham gap (spin up / spin down)	7.11 / 7.41	eV
LUMO energy (spin up / spin down)	-1.5 / -1.1	eV



# 3
C18H81BrCl3NbO28P as an isolated structure in a non-equilibrium geometry. Source: the Open Molecules 2025 dataset; level of theory: ωB97M-V with the def2-TZVPD basis set.

Cartesian coordinates (Å):
Nb1 2.458 2.893 1.327
Br1 0.549 4.418 2.298
Cl1 3.399 6.131 3.617
Cl2 5.534 3.977 2.368
Cl3 3.964 1.214 0.352
P1 1.926 3.533 -1.113
O1 3.755 -1.089 2.641
O2 -6.036 1.177 2.359
O3 -5.950 1.058 -5.153
O4 -2.972 3.782 2.073
O5 -1.065 0.021 -5.445
O6 -4.092 1.557 4.917
O7 7.523 0.665 0.381
O8 -4.103 -1.516 4.081
O9 -6.264 -0.788 -7.758
O10 -1.439 3.409 -3.710
O11 6.783 0.478 5.090
O12 -4.432 -6.320 -8.878
O13 -8.713 -2.064 -6.463
O14 -4.285 -2.408 -3.856
O15 9.235 -0.575 -4.322
O16 9.430 -1.670 -1.230
O17 -4.026 0.999 -8.930
O18 3.344 3.961 -1.923
O19 1.186 -0.047 0.901
O20 -1.282 -4.424 7.068
O21 -5.943 -0.443 5.802
O22 2.471 -2.063 -1.146
O23 -2.668 -4.582 -7.072
O24 6.185 -2.333 5.549
O25 -3.425 -1.588 -6.753
O26 1.595 -2.823 5.869
O27 -7.661 -2.159 -3.897
O28 8.523 1.020 7.187
C1 0.763 1.351 1.060
C2 -2.038 -1.753 0.804
C3 3.771 5.938 1.849
C4 3.604 -0.342 3.842
C5 -0.941 -1.036 0.393
C6 4.068 4.498 1.409
C7 -2.169 0.329 -1.370
C8 -0.918 -0.504 -1.030
C9 2.827 6.733 0.933
C10 -1.110 -2.036 2.974
C11 -2.152 -2.246 2.084
C12 3.945 1.157 3.693
C13 0.098 -0.807 1.271
C14 -1.120 -2.511 4.414
C15 -0.017 -1.326 2.542
C16 2.730 2.076 3.396
C17 1.361 2.032 -2.095
C18 -0.946 -1.717 -2.001
H1 -4.036 -0.886 -7.004
H2 -3.051 3.048 1.456
H3 -0.501 3.424 -3.490
H4 -1.892 -3.733 6.789
H5 -3.852 -2.017 -5.997
H6 -4.103 1.552 -8.144
H7 -2.116 -2.433 4.853
H8 -2.953 -3.678 -7.265
H9 -0.759 -3.545 4.455
H10 9.367 -0.845 -3.406
H11 -4.202 -3.057 -3.150
H12 -4.265 2.460 4.628
H13 -6.093 0.586 -5.981
H14 4.468 4.595 0.388
H15 -0.173 -2.444 -1.734
H16 -7.120 -0.967 -7.344
H17 -3.948 -5.593 -8.465
H18 -7.578 -2.476 -2.992
H19 -5.025 -1.762 4.228
H20 -0.404 -1.926 4.990
H21 -6.213 2.071 2.051
H22 0.802 -1.148 3.240
H23 0.212 1.394 2.013
H24 -1.700 -4.815 7.842
H25 9.553 -2.262 -0.482
H26 3.267 7.685 0.632
H27 1.890 1.128 -1.768
H28 1.835 1.530 3.731
H29 3.240 -1.607 -1.502
H30 -1.168 -0.668 -6.112
H31 -4.562 0.226 -8.728
H32 1.651 2.207 -3.141
H33 -3.026 -2.790 2.420
H34 4.303 -0.742 4.587
H35 2.540 6.126 0.069
H36 -2.126 -4.491 -6.282
H37 2.796 2.966 4.043
H38 3.812 3.147 -2.162
H39 7.463 1.148 -0.449
H40 -0.869 -1.384 -3.042
H41 2.865 -1.272 2.319
H42 -7.525 -2.947 -4.437
H43 6.620 0.358 0.535
H44 4.732 6.459 1.770
H45 6.686 -0.247 4.461
H46 2.607 -0.413 4.301
H47 7.718 0.464 5.321
H48 -1.992 0.793 -2.351
H49 8.210 1.901 6.950
H50 6.110 -1.732 6.299
H51 -0.135 -0.024 -5.198
H52 0.278 1.935 -1.999
H53 -2.870 -1.940 0.129
H54 4.335 1.454 4.679
H55 -3.059 -0.295 -1.493
H56 1.710 -3.627 5.351
H57 8.950 -0.921 -0.856
H58 -6.197 0.178 6.489
H59 -5.445 1.296 3.112
H60 5.663 -3.102 5.800
H61 -1.911 -2.237 -1.927
H62 -2.346 1.147 -0.663
H63 -5.497 0.422 -4.591
H64 -1.527 2.659 -4.310
H65 -2.025 3.819 2.270
H66 -5.122 -0.078 5.427
H67 -3.750 -6.830 -9.323
H68 -4.110 -1.052 3.235
H69 -4.768 -1.680 -3.453
H70 -8.791 -1.510 -5.674
H71 -6.493 -0.480 -8.642
H72 1.682 -3.115 6.781
H73 9.350 -1.387 -4.823
H74 -3.487 1.658 5.660
H75 4.796 1.232 3.012
H76 0.023 1.642 0.296
H77 2.169 -1.479 -0.434
H78 9.079 1.164 7.959
H79 1.895 6.971 1.455
H80 -9.253 -2.834 -6.262
H81 0.011 0.016 -1.251

Calculated values
HOMO energy	-4.7	eV
ΔE to the lowest compared entry with this formula, charge and spin	0.0	kJ/mol
Kohn-Sham gap	5.78	eV
charge	-1
LUMO energy	1.1	eV



# 4
C18H8Cl9GeINO2Pt as an isolated structure in a non-equilibrium geometry. Source: the Open Molecules 2025 dataset; level of theory: ωB97M-V with the def2-TZVPD basis set.

Cartesian coordinates (Å):
Pt1 0.285 1.040 -0.399
I1 -1.015 -5.928 -1.454
Ge1 -0.116 0.781 -2.898
Cl1 -0.033 2.564 -4.119
Cl2 -1.495 -2.684 3.268
Cl3 -0.666 6.320 2.019
Cl4 2.683 2.409 -1.437
Cl5 1.826 7.393 0.505
Cl6 1.406 -0.508 -3.788
Cl7 3.516 5.479 -1.282
Cl8 -1.468 3.290 1.703
Cl9 -1.983 -0.218 -3.557
O1 3.179 -1.437 1.964
O2 1.938 0.044 0.863
N1 -1.615 0.147 0.530
C1 2.154 4.887 -0.430
C2 1.518 -2.279 0.534
C3 -1.956 -1.768 1.890
C4 0.643 -2.038 -0.507
C5 2.303 -1.112 1.191
C6 0.651 3.051 0.123
C7 -2.966 -2.207 1.039
C8 -0.090 3.922 0.906
C9 -1.302 -0.575 1.600
C10 -2.615 -0.235 -0.259
C11 0.263 5.265 1.042
C12 1.703 -3.574 0.996
C13 0.108 -4.352 -0.610
C14 -0.071 -3.067 -1.093
C15 1.776 3.553 -0.523
C16 -3.312 -1.414 -0.041
C17 1.385 5.745 0.363
C18 0.991 -4.614 0.424
H1 1.134 -5.626 0.773
H2 2.402 -3.750 1.799
H3 0.537 -1.018 -0.890
H4 -0.524 -0.190 2.246
H5 -3.475 -3.136 1.232
H6 -0.735 -2.865 -1.921
H7 -2.869 0.414 -1.085
H8 -4.097 -1.708 -0.719

Calculated values
expectation value of S²	0.7563
HOMO energy (spin up / spin down)	-9.1 / -9.1	eV
2S+1	2
ΔE to the lowest compared entry with this formula, charge and spin	167.4	kJ/mol
Kohn-Sham gap (spin up / spin down)	5.80 / 5.90	eV
LUMO energy (spin up / spin down)	-3.3 / -3.2	eV



# 5
C18H9Cl4NO2ReSe as an isolated structure. Source: the Open Molecules 2025 dataset; level of theory: ωB97M-V with the def2-TZVPD basis set.

Cartesian coordinates (Å):
Re1 0.350 1.180 -0.025
Se1 -2.117 1.668 -0.250
Cl1 0.755 6.295 -0.424
Cl2 3.768 7.244 -0.362
Cl3 5.310 2.045 0.083
Cl4 6.057 5.109 -0.111
O1 2.383 1.567 -0.006
O2 0.480 3.330 -0.223
N1 -4.326 -2.529 -0.260
C1 1.694 3.790 -0.201
C2 2.041 5.135 -0.284
C3 -0.635 -2.766 -0.565
C4 4.390 4.612 -0.146
C5 -0.728 -4.140 -0.418
C6 0.839 -4.055 1.394
C7 0.271 -0.567 0.142
C8 -3.678 -0.498 -1.374
C9 -4.324 -1.722 -1.321
C10 0.188 -2.000 0.275
C11 -2.957 -0.886 0.847
C12 0.010 -4.798 0.560
C13 -3.633 -2.093 0.797
C14 0.922 -2.679 1.260
C15 3.383 5.550 -0.257
C16 2.743 2.818 -0.083
C17 -2.967 -0.042 -0.263
C18 4.064 3.248 -0.060
H1 1.420 -4.555 2.162
H2 1.557 -2.094 1.914
H3 -1.392 -4.701 -1.066
H4 -3.711 0.102 -2.275
H5 -1.212 -2.253 -1.326
H6 -2.394 -0.608 1.727
H7 -3.611 -2.757 1.656
H8 -0.063 -5.874 0.673
H9 -4.876 -2.078 -2.188

Calculated values
expectation value of S²	0.7868
HOMO energy (spin up / spin down)	-0.4 / -0.2	eV
2S+1	2
ΔE to the lowest compared entry with this formula, charge and spin	0.0	kJ/mol
Kohn-Sham gap (spin up / spin down)	4.82 / 4.58	eV
charge	-2
LUMO energy (spin up / spin down)	4.4 / 4.4	eV



# 6
C18H9Cl5N2OPt as an isolated structure. Source: the Open Molecules 2025 dataset; level of theory: ωB97M-V with the def2-TZVPD basis set.

Cartesian coordinates (Å):
Pt1 -0.178 -0.006 0.548
Cl1 -6.285 0.810 -3.624
Cl2 -3.460 -0.227 -4.418
Cl3 -4.512 1.632 1.413
Cl4 -6.809 1.753 -0.699
Cl5 -1.186 -0.361 -2.335
O1 -2.060 0.626 0.432
N1 1.656 -0.671 0.897
N2 2.848 -0.399 0.716
C1 1.212 -1.821 1.625
C2 3.137 0.797 -0.006
C3 4.934 2.194 -0.788
C4 -0.363 -3.616 2.867
C5 -5.253 1.174 -1.145
C6 -0.991 -2.546 2.231
C7 -3.761 0.288 -2.803
C8 -0.166 -1.639 1.597
C9 -4.238 1.119 -0.206
C10 4.007 3.070 -1.332
C11 1.024 -3.779 2.876
C12 -5.021 0.755 -2.457
C13 1.863 -2.867 2.244
C14 -2.947 0.637 -0.527
C15 4.499 1.059 -0.126
C16 2.204 1.674 -0.560
C17 -2.740 0.229 -1.854
C18 2.648 2.808 -1.219
H1 -0.969 -4.354 3.378
H2 1.925 3.486 -1.651
H3 -2.067 -2.436 2.235
H4 1.449 -4.632 3.387
H5 5.993 2.394 -0.881
H6 4.342 3.960 -1.849
H7 2.938 -2.971 2.238
H8 5.197 0.358 0.311
H9 1.131 1.504 -0.515

Calculated values
HOMO energy	-8.1	eV
ΔE to the lowest compared entry with this formula, charge and spin	143.3	kJ/mol
Kohn-Sham gap	6.74	eV
LUMO energy	-1.3	eV



# 7
C19H10BCl4N3O6Pt as an isolated structure in a non-equilibrium geometry. Source: the Open Molecules 2025 dataset; level of theory: ωB97M-V with the def2-TZVPD basis set.

Cartesian coordinates (Å):
Pt1 0.292 -0.363 -1.988
Cl1 0.289 -1.760 3.987
Cl2 3.165 -4.883 -1.262
Cl3 3.478 -4.510 -4.177
Cl4 5.311 -3.154 -2.304
O1 -2.635 -4.135 1.677
O2 -2.343 -3.468 -0.805
O3 -1.082 -2.138 -2.052
O4 -1.632 -3.518 3.558
O5 -1.385 2.272 -2.670
O6 -1.550 1.432 -0.572
N1 0.732 -0.963 1.387
N2 0.248 -1.251 0.169
N3 2.044 -1.730 -2.386
C1 3.639 -3.745 -2.566
C2 3.786 1.924 1.755
C3 -3.124 4.016 -2.442
C4 3.308 1.265 2.877
C5 2.318 0.309 2.768
C6 2.249 0.662 0.399
C7 -0.710 -2.160 0.281
C8 -0.861 -2.507 1.628
C9 1.761 -0.004 1.528
C10 2.751 -2.627 -2.486
C11 -1.777 -3.464 2.359
C12 -4.132 3.972 -0.204
C13 3.242 1.613 0.515
C14 -2.435 2.415 -0.694
C15 -2.323 2.957 -2.025
C16 0.077 -1.719 2.313
C17 -1.460 -2.644 -0.971
C18 -4.018 4.515 -1.513
C19 -3.355 2.913 0.219
B1 -0.900 1.278 -1.827
H1 1.982 -0.204 3.656
H2 1.842 0.449 -0.602
H3 -4.662 5.341 -1.780
H4 3.719 1.498 3.849
H5 -2.657 -3.999 0.676
H6 3.599 2.128 -0.364
H7 4.562 2.669 1.845
H8 -3.048 4.420 -3.439
H9 -4.853 4.405 0.475
H10 -3.450 2.495 1.209

Calculated values
expectation value of S²	6.0459
HOMO energy (spin up / spin down)	-15.1 / -15.1	eV
2S+1	5
Kohn-Sham gap (spin up / spin down)	8.46 / 4.38	eV
charge	+2
LUMO energy (spin up / spin down)	-6.6 / -10.7	eV



# 8
C19H10BrF4NOPPdTe as an isolated structure. Source: the Open Molecules 2025 dataset; level of theory: ωB97M-V with the def2-TZVPD basis set.

Cartesian coordinates (Å):
Te1 -3.256 -2.368 -1.381
Pd1 -2.978 -0.006 -0.806
Br1 -3.070 -0.014 2.502
P1 -0.863 -0.174 -0.237
F1 1.102 -0.152 5.444
F2 1.942 -0.363 0.874
F3 2.839 -0.322 3.353
F4 -1.528 -0.027 4.990
O1 -5.154 3.769 -0.258
N1 -3.544 2.022 -0.452
C1 -1.206 -0.127 2.641
C2 -0.336 -0.205 1.546
C3 1.204 -3.901 -2.003
C4 1.026 -0.269 1.842
C5 -0.710 -0.108 3.938
C6 2.050 2.290 -1.836
C7 -4.359 2.877 -0.361
C8 0.277 3.657 -0.969
C9 -0.416 2.518 -0.588
C10 1.510 3.545 -1.595
C11 1.523 -0.254 3.131
C12 0.646 -0.171 4.191
C13 0.440 -2.688 -0.074
C14 0.801 -2.852 -2.817
C15 0.207 -1.732 -2.265
C16 1.017 -3.818 -0.632
C17 0.031 -1.635 -0.885
C18 0.132 1.255 -0.810
C19 1.370 1.148 -1.441
H1 2.046 4.434 -1.905
H2 1.649 -4.787 -2.438
H3 -1.408 2.600 -0.156
H4 3.009 2.196 -2.329
H5 0.283 -2.645 0.996
H6 1.808 0.177 -1.622
H7 0.922 -2.921 -3.891
H8 -0.160 4.631 -0.795
H9 1.312 -4.641 0.006
H10 -0.157 -0.940 -2.908

Calculated values
HOMO energy (spin up / spin down)	-3.7 / -3.7	eV
Kohn-Sham gap (spin up / spin down)	5.79 / 5.78	eV
charge	-1
LUMO energy (spin up / spin down)	2.1 / 2.1	eV



The evaluated E for the records listed, in turn: -4172.1095 -8752.9044 -7194.1142 -7531.6813 -5217.0795 -3296.2898 -3329.9915 -4570.8402 a.u..